Computed, not measured: a molecular structure, C27H32CdFN6O2S in a non-equilibrium geometry, with wB97M-V/def2-TZVPD.

Structure (XYZ):
```
70
Properties=species:S:1:pos:R:3:forces:R:3
Cd 9.089613 7.943052 11.537529 -0.376 0.136 -0.231
N 11.801094 4.125235 11.317251 -0.094 1.585 0.515
C 11.360597 5.422371 11.442703 -1.148 0.224 -0.540
S 10.382110 6.009335 10.146956 0.313 -0.054 0.006
N 11.645051 6.072413 12.559568 1.027 -0.330 0.699
N 11.108522 7.292976 12.736248 0.423 0.531 0.932
C 11.616146 8.061731 13.672940 1.235 -3.179 -1.137
C 11.059727 9.311454 13.980733 -0.473 3.432 -0.983
C 11.709398 10.326326 14.773938 -1.022 0.021 -0.821
C 11.073995 11.564317 14.774610 0.442 1.450 0.173
C 9.873545 11.848742 14.087412 0.301 -0.586 1.148
C 9.310825 10.799902 13.400280 0.553 -0.695 -0.651
N 9.985071 9.636031 13.226744 -1.168 0.290 1.096
H 11.602921 3.665009 10.457047 -0.077 -0.300 -0.137
H 12.221943 3.687315 12.107084 0.281 -0.285 0.178
H 12.550089 7.775973 14.177849 -0.406 -0.203 -0.089
H 12.705423 10.258309 15.235461 -0.706 -0.496 -0.126
H 11.550327 12.439506 15.282782 -0.291 -1.000 -0.282
H 9.346973 12.798165 14.206985 0.338 -0.291 -0.153
H 8.328440 10.878956 12.924608 0.465 -0.132 -0.116
N 8.130275 6.139392 13.043049 1.626 -0.419 0.239
C 6.977349 6.621525 13.746277 -0.650 0.500 1.639
C 6.279534 7.801574 13.031243 -1.206 2.025 -0.345
O 5.042847 8.032490 13.211995 2.865 -0.955 -0.233
O 7.089359 8.580571 12.360475 -1.176 -1.178 0.935
H 7.828591 5.526138 12.287621 0.518 -0.179 0.296
H 8.862292 5.715146 13.672833 -1.268 0.387 -1.289
H 7.259143 7.001952 14.774584 -0.014 -0.118 -1.135
H 6.288389 5.813706 13.986021 -0.470 0.047 -0.253
C 5.660778 9.716795 9.507447 -1.277 -1.621 -0.772
C 6.161814 11.056961 9.891502 0.049 1.881 0.818
C 5.859402 11.497747 11.345786 -1.675 -0.981 0.965
C 7.644955 11.342317 9.673772 -0.056 1.172 -0.751
C 7.944180 12.739361 9.568350 2.118 -2.057 -1.104
C 9.232333 13.098449 9.122476 -1.740 1.640 0.582
C 10.252607 12.201774 9.002913 1.060 -1.348 -0.083
C 10.023209 10.826410 9.116654 -1.993 1.304 1.022
C 11.174079 9.894275 8.981041 -0.045 -0.859 0.111
C 12.273664 10.106840 10.043795 1.704 -1.405 -1.059
C 11.803766 10.005195 7.614680 -0.249 0.868 -1.990
C 8.661055 10.398729 9.432542 2.142 -0.317 -0.425
N 8.511673 8.999246 9.558584 -0.901 -0.410 0.736
C 8.231159 8.234000 8.472520 -0.686 -0.638 1.278
C 8.480124 8.665719 7.148728 0.088 -0.607 1.146
C 8.349061 7.836895 6.067746 0.120 0.168 -1.595
C 7.857073 6.561828 6.218204 -0.081 -0.692 0.650
C 7.530872 6.101594 7.519407 -1.234 -0.132 -1.083
C 7.613348 6.914244 8.616457 1.086 0.085 -0.380
F 7.236606 6.294022 9.824714 0.459 1.471 -0.866
H 4.553627 9.698988 9.397042 0.415 0.336 0.414
H 5.900273 8.943728 10.243944 0.185 0.103 -0.253
H 5.976867 9.402273 8.487041 0.224 0.241 0.763
H 5.585537 11.804467 9.303182 0.577 -0.320 -0.151
H 6.371278 10.838069 12.059750 -0.004 0.159 -0.221
H 4.755683 11.363437 11.621399 1.269 0.148 -0.583
H 6.100192 12.545563 11.567421 0.140 -0.224 -0.313
H 7.193811 13.480566 9.719033 -0.504 0.338 -0.029
H 9.409192 14.140465 8.829294 0.047 -0.212 0.498
H 11.286346 12.556869 8.870686 -0.522 -0.099 -0.300
H 10.863905 8.835605 9.010174 -0.375 0.564 0.466
H 13.182822 10.492214 9.519630 -0.585 0.159 0.515
H 12.626313 9.110851 10.384446 -0.325 0.413 0.104
H 12.094715 10.706653 10.909283 -0.609 0.479 0.421
H 12.399595 10.934749 7.518868 -0.024 -0.452 0.106
H 11.050636 10.093784 6.761452 0.782 -0.431 1.189
H 12.435497 9.131338 7.427483 0.079 0.216 -0.098
H 8.944790 9.616443 7.098931 0.165 0.813 -0.404
H 8.639512 8.184371 5.043442 -0.287 -0.215 1.026
H 7.738466 5.912205 5.357860 -0.051 -0.018 0.152
H 6.962341 5.162403 7.604821 0.669 0.253 0.163
```
Forces are in eV/Å.

Properties
**Charge**: -1

Table of Löwdin atomic charges, one value per atom, all in e:
1 Cd 1.32
2 N 0.05
3 C -0.91
4 S 0.53
5 N -0.07
6 N -0.10
7 C -0.13
8 C -0.29
9 C -0.02
10 C -0.09
11 C -0.06
12 C -0.11
13 N 0.05
14 H 0.06
15 H 0.08
16 H 0.12
17 H 0.11
18 H 0.11
19 H 0.10
20 H 0.09
21 N -0.06
22 C -0.23
23 C -0.62
24 O -0.05
25 O -0.22
26 H 0.07
27 H 0.10
28 H 0.13
29 H 0.10
30 C -0.08
31 C -0.38
32 C -0.07
33 C -0.12
34 C -0.04
35 C -0.12
36 C -0.08
37 C -0.15
38 C -0.40
39 C -0.06
40 C -0.09
41 C -0.19
42 N -0.07
43 C -0.31
44 C -0.05
45 C -0.13
46 C -0.14
47 C -0.06
48 C -0.24
49 F -0.06
50 H 0.09
51 H 0.06
52 H 0.09
53 H 0.13
54 H 0.04
55 H 0.10
56 H 0.06
57 H 0.09
58 H 0.09
59 H 0.12
60 H 0.09
61 H 0.07
62 H 0.07
63 H 0.06
64 H 0.07
65 H 0.09
66 H 0.08
67 H 0.08
68 H 0.11
69 H 0.08
70 H 0.11

Computed, not measured: C27H32ClN5O2 in the gas phase, with wB97M-V/def2-TZVPD.

Structure (XYZ):
```
67
Properties=species:S:1:pos:R:3:forces:R:3
C 0.092902 -1.210672 3.057178 -0.094 -0.011 -0.083
C -0.465356 -1.198801 1.668599 -0.277 -0.053 -0.052
C -1.812061 -1.147840 1.457388 0.135 -0.063 0.170
C -2.339539 -1.153730 0.133405 0.685 -0.056 -0.405
N -3.671801 -1.154524 -0.121558 -0.391 0.023 -0.083
C -4.730289 -1.320375 0.840102 -0.171 0.178 0.265
C -5.833013 -0.290830 0.584904 0.036 -0.245 0.097
N -6.338660 -0.434974 -0.767212 0.014 0.018 0.031
C -7.458535 0.444714 -1.016561 0.037 -0.050 0.025
C -5.258315 -0.215596 -1.713859 0.100 -0.275 -0.032
C -4.155725 -1.244100 -1.480442 -0.045 0.273 -0.390
N -1.538006 -1.145588 -0.918254 -0.592 -0.008 0.079
C -0.209103 -1.188442 -0.739189 0.398 -0.114 0.505
C 0.613949 -1.200430 -1.885267 0.153 -0.051 0.062
C 1.969420 -1.298436 -1.767668 -0.075 0.046 -0.001
C 2.575064 -1.387896 -0.499504 -0.291 0.086 0.412
N 3.974147 -1.519091 -0.475482 -0.049 -0.240 -0.400
C 4.834143 -1.226645 0.529632 0.437 -0.353 -0.027
O 4.502944 -0.867207 1.643436 -0.043 0.032 0.286
C 6.297817 -1.346463 0.108194 -0.087 0.091 0.090
C 6.817765 0.031094 -0.361334 -0.169 -0.031 -0.136
C 5.672054 0.721785 -1.086293 0.619 0.353 0.212
O 5.311667 0.399527 -2.202233 -0.039 -0.251 -0.431
N 5.039056 1.657097 -0.349594 -0.068 0.259 0.242
C 3.695382 2.106954 -0.652824 -0.234 0.033 -0.024
C 2.836845 1.968040 0.602813 0.117 -0.086 -0.104
C 1.346662 2.060305 0.420712 0.037 0.138 0.036
C 0.710683 2.028926 -0.811441 0.112 0.083 0.108
C -0.670530 2.074533 -0.900674 -0.105 0.037 0.093
C -1.423068 2.155695 0.255256 0.357 0.048 -0.059
Cl -3.140008 2.229167 0.154393 -0.390 0.093 -0.003
C -0.814957 2.188863 1.498682 0.044 0.014 -0.024
C 0.562276 2.143040 1.568422 -0.037 0.033 -0.084
C 1.799529 -1.359391 0.636421 0.224 -0.049 -0.002
C 0.403299 -1.248758 0.539812 -0.279 0.013 -0.563
H 0.615866 -2.147490 3.245626 0.084 -0.035 0.066
H -0.701112 -1.103512 3.792391 -0.016 0.003 0.054
H 0.804553 -0.397592 3.186556 0.103 0.058 0.060
H -2.472792 -1.103388 2.308845 -0.013 0.002 0.076
H -4.363720 -1.203807 1.857458 -0.011 -0.030 -0.052
H -5.160980 -2.326493 0.733622 0.005 0.052 0.094
H -6.654640 -0.464290 1.284485 0.030 0.024 0.012
H -5.431522 0.722748 0.761006 -0.051 -0.060 0.034
H -8.254810 0.217491 -0.308905 -0.079 0.048 0.000
H -7.193872 1.509494 -0.918115 -0.002 0.042 -0.001
H -7.828967 0.270193 -2.025659 -0.065 0.050 -0.035
H -5.653937 -0.333247 -2.725212 0.030 0.018 -0.004
H -4.839821 0.800782 -1.617140 -0.025 -0.048 -0.054
H -3.312418 -1.073267 -2.147874 -0.217 -0.066 0.017
H -4.564638 -2.248098 -1.654141 0.031 0.015 -0.055
H 0.138417 -1.141821 -2.851570 -0.062 0.004 -0.112
H 2.597922 -1.306040 -2.647714 0.053 0.013 -0.118
H 4.380106 -1.643235 -1.394769 0.077 0.059 0.242
H 6.883302 -1.687435 0.962078 -0.104 -0.049 -0.056
H 6.391273 -2.071240 -0.700417 0.035 0.009 0.016
H 7.659752 -0.105769 -1.039402 -0.050 0.086 0.023
H 7.139751 0.622791 0.494953 0.026 -0.012 0.006
H 5.358531 1.831130 0.591108 0.074 -0.166 -0.090
H 3.710111 3.145117 -1.002663 -0.086 -0.121 -0.073
H 3.335734 1.468747 -1.463018 0.001 0.108 0.050
H 3.050754 0.993781 1.055397 0.073 0.111 -0.011
H 3.146550 2.729327 1.325884 0.018 -0.025 0.051
H 1.280424 1.964549 -1.723678 0.099 -0.021 -0.121
H -1.156588 2.039934 -1.862783 -0.085 -0.015 -0.075
H -1.412095 2.250338 2.395236 -0.084 0.005 0.063
H 1.042302 2.171101 2.536026 0.076 0.010 0.127
H 2.269939 -1.430745 1.602460 0.065 0.017 0.057
```
Forces are in eV/Å.

Properties
**Energy above the lowest of the compared OMol25 structures with the same formula, charge and spin**: 0.7 kcal/mol
**Structure (SMILES)**: Cc1cc(N2CCN(C)CC2)nc2ccc(NC(=O)CCC(=O)NCCc3ccc(Cl)cc3)cc12

Table of Löwdin atomic charges, one value per atom, all in e:
1 C -0.03
2 C -0.21
3 C 0.04
4 C -0.29
5 N -0.08
6 C -0.13
7 C -0.19
8 N -0.23
9 C -0.10
10 C -0.19
11 C -0.13
12 N 0.16
13 C -0.24
14 C -0.01
15 C -0.01
16 C -0.22
17 N 0.14
18 C -0.49
19 O 0.06
20 C -0.08
21 C -0.08
22 C -0.52
23 O 0.05
24 N 0.08
25 C -0.16
26 C -0.13
27 C -0.21
28 C -0.03
29 C -0.10
30 C -0.67
31 Cl 0.74
32 C -0.10
33 C -0.05
34 C 0.04
35 C -0.11
36 H 0.09
37 H 0.08
38 H 0.08
39 H 0.10
40 H 0.11
41 H 0.13
42 H 0.12
43 H 0.09
44 H 0.08
45 H 0.09
46 H 0.08
47 H 0.12
48 H 0.09
49 H 0.11
50 H 0.13
51 H 0.11
52 H 0.12
53 H 0.13
54 H 0.12
55 H 0.12
56 H 0.12
57 H 0.11
58 H 0.14
59 H 0.13
60 H 0.11
61 H 0.10
62 H 0.13
63 H 0.11
64 H 0.11
65 H 0.11
66 H 0.12
67 H 0.11

Computed, not measured: 6 unconnected molecules or ions with the total composition C27H32F7N6O3PS2 in a non-equilibrium geometry, with wB97M-V/def2-TZVPD.

Structure (XYZ):
```
78
Properties=species:S:1:pos:R:3:forces:R:3
C 3.518443 -4.397419 3.583373 0.186 -0.249 -0.329
C 3.223315 -4.587055 2.103274 -0.323 0.108 0.621
S 2.304660 -3.230512 1.315397 0.026 0.063 -0.569
C 1.337343 -2.403705 2.595741 -0.092 -0.293 0.237
P -0.388681 -2.163590 2.015684 0.252 1.239 -0.590
N -1.104943 -1.291339 3.342047 1.108 -0.591 -0.111
C -1.234928 -1.927677 4.385891 -1.545 0.005 -1.007
O -1.625817 -2.523074 5.280902 0.492 -0.376 1.392
S -1.403388 -4.099916 1.955849 -0.765 -0.297 -0.300
O -2.640029 -3.967704 2.661723 0.029 0.209 0.932
O -1.500974 -4.419928 0.572256 0.608 -0.129 -0.751
C -0.387137 -5.504245 2.673649 -0.035 0.011 0.274
F 0.408378 -5.935378 1.704193 0.089 -0.197 -0.306
F 0.384381 -5.042566 3.679594 0.020 0.316 0.263
C -1.236703 -6.658959 3.229167 -0.256 0.100 -0.111
F -1.986361 -7.136871 2.232193 0.037 -0.241 -0.302
F -2.050217 -6.200688 4.184238 -0.060 0.145 0.288
C -0.400172 -7.803764 3.862930 -0.480 -0.110 0.007
F 0.670379 -8.097897 3.143298 0.340 -0.057 -0.148
F -0.031373 -7.448518 5.084443 0.298 0.055 0.230
F -1.165507 -8.884587 3.949312 -0.086 -0.166 0.026
H 2.731257 -4.796060 4.203324 -0.292 0.093 0.238
H 3.717683 -3.365025 3.826795 0.024 0.337 0.137
H 4.413292 -4.957251 3.815436 0.269 -0.189 0.178
H 2.685046 -5.507416 1.938558 -0.099 -0.252 -0.055
H 4.157777 -4.654516 1.570818 0.216 0.189 -0.427
H 1.394699 -2.873985 3.569072 0.070 -0.233 0.109
H 1.720998 -1.397906 2.708860 0.032 0.386 0.055
C 2.869289 2.137041 -0.729440 0.158 0.177 -0.150
C 3.923717 1.181977 -0.741875 -0.128 -0.061 0.028
C 3.347483 -0.052143 -0.595106 0.023 -0.045 -0.067
N 1.992098 0.119573 -0.509265 0.054 0.005 0.078
C 1.695065 1.453541 -0.588979 -0.215 -0.051 -0.027
H 2.960082 3.206392 -0.826314 0.029 0.016 0.036
H 4.976360 1.378502 -0.851347 0.013 0.006 0.026
H 3.780190 -1.036354 -0.555667 0.014 -0.010 0.016
H 1.320655 -0.619564 -0.406280 0.002 -0.055 -0.044
H 0.680872 1.812726 -0.544377 -0.008 0.000 0.080
C 1.428626 5.110505 -5.168845 -0.054 0.029 -0.027
C 2.166111 4.226417 -6.003427 -0.035 -0.012 -0.070
C 2.377457 3.075501 -5.291237 -0.030 -0.077 0.070
N 1.799856 3.230608 -4.061558 -0.064 0.005 -0.041
C 1.218214 4.465859 -3.978568 -0.025 -0.067 0.074
H 1.092493 6.103523 -5.414591 0.002 0.020 -0.005
H 2.501592 4.414640 -7.009170 0.014 0.011 -0.014
H 2.885292 2.163646 -5.553494 0.024 0.003 -0.010
H 1.802670 2.545036 -3.325710 0.116 0.003 0.063
H 0.704830 4.777289 -3.084540 -0.002 0.014 0.007
C -3.472868 3.452251 -1.954307 0.012 0.022 0.016
C -2.268491 3.491505 -2.707786 -0.034 0.015 -0.013
C -1.480787 2.461407 -2.275301 0.065 -0.016 0.110
N -2.155724 1.808934 -1.277563 -0.014 0.027 -0.051
C -3.372646 2.403861 -1.081089 0.034 -0.022 0.034
H -4.314250 4.117868 -2.043865 -0.011 0.008 -0.004
H -2.010671 4.191136 -3.482511 0.028 0.025 -0.003
H -0.502017 2.140543 -2.587558 -0.033 -0.014 -0.050
H -1.815756 1.014126 -0.770687 -0.033 -0.074 -0.014
H -4.058774 2.030851 -0.340911 -0.018 0.007 0.007
C -1.611488 3.076712 6.668649 0.012 0.015 0.013
C -0.475480 2.406643 7.199118 0.004 0.026 0.008
C -0.377433 1.201888 6.558506 -0.025 -0.061 -0.049
N -1.410045 1.117936 5.663553 0.033 0.103 0.118
C -2.165305 2.256860 5.723622 -0.010 -0.042 -0.009
H -1.978065 4.049161 6.949417 -0.002 0.016 0.003
H 0.191495 2.769056 7.962586 0.009 0.007 0.009
H 0.334980 0.401267 6.662231 0.008 -0.002 0.027
H -1.587890 0.343471 5.056263 -0.038 0.121 -0.132
H -3.026702 2.384828 5.091636 -0.015 0.013 0.002
C -3.512103 3.705533 -7.462165 -0.015 -0.035 -0.050
C -2.814954 3.070987 -8.526649 -0.035 0.003 -0.019
C -1.502027 2.968440 -8.150460 0.027 0.038 0.075
N -1.378673 3.515728 -6.903638 -0.089 -0.053 -0.009
C -2.598204 3.962355 -6.476361 0.143 0.017 -0.053
H -4.561691 3.942915 -7.425237 -0.017 -0.002 0.000
H -3.230021 2.730711 -9.460169 -0.009 -0.007 -0.014
H -0.649245 2.556086 -8.661031 0.008 -0.007 -0.016
H -0.522252 3.583309 -6.382404 0.122 0.063 0.043
H -2.707290 4.426472 -5.514120 -0.058 0.024 0.017
```
Forces are in eV/Å.

Properties
**Structure (SMILES)**: CCSCP(N=C=O)S(=O)(=O)C(F)(F)C(F)(F)C(F)(F)F.c1cc[nH]c1.c1cc[nH]c1.c1cc[nH]c1.c1cc[nH]c1.c1cc[nH]c1

Table of Löwdin atomic charges, one value per atom, all in e:
1 C -0.14
2 C -0.51
3 S 0.83
4 C -0.71
5 P 0.90
6 N -0.10
7 C -0.45
8 O 0.23
9 S 0.55
10 O -0.30
11 O -0.31
12 C -0.49
13 F 0.12
14 F 0.10
15 C -0.40
16 F 0.18
17 F 0.17
18 C -0.57
19 F 0.20
20 F 0.19
21 F 0.20
22 H 0.06
23 H 0.07
24 H 0.08
25 H 0.05
26 H 0.07
27 H 0.03
28 H 0.04
29 C -0.12
30 C -0.10
31 C -0.14
32 N 0.01
33 C -0.15
34 H 0.10
35 H 0.09
36 H 0.09
37 H 0.11
38 H 0.09
39 C -0.12
40 C -0.12
41 C -0.14
42 N 0.02
43 C -0.15
44 H 0.09
45 H 0.09
46 H 0.11
47 H 0.11
48 H 0.11
49 C -0.10
50 C -0.11
51 C -0.15
52 N 0.00
53 C -0.14
54 H 0.09
55 H 0.07
56 H 0.08
57 H 0.13
58 H 0.11
59 C -0.11
60 C -0.11
61 C -0.14
62 N 0.01
63 C -0.13
64 H 0.09
65 H 0.09
66 H 0.10
67 H 0.09
68 H 0.11
69 C -0.11
70 C -0.12
71 C -0.14
72 N 0.02
73 C -0.14
74 H 0.09
75 H 0.09
76 H 0.10
77 H 0.11
78 H 0.08

no.,HOMO-LUMO gap (hartree),energy (hartree)
1,0.21031,-2192.938467
2,0.28747,-1932.604626
3,0.26078,-3439.016252